Record 1
{"formula": "C4H35N3O13", "method": "ωB97M-V/def2-TZVPD", "elements": ["C", "N", "C", "N", "C", "N", "C", "O", "H", "H", "H", "H", "H", "H", "H", "H", "H", "H", "H", "H", "H", "O", "H", "H", "O", "H", "H", "O", "H", "H", "O", "H", "H", "O", "H", "H", "O", "H", "H", "O", "H", "H", "O", "H", "H", "O", "H", "H", "O", "H", "H", "O", "H", "H", "O"], "xyz": [[1.084, 0.075, -0.793], [-0.126, -0.750, -1.149], [-0.760, 0.042, -2.262], [-1.595, 1.216, -1.662], [2.016, -0.921, 0.043], [1.394, -1.186, 1.348], [1.432, -0.398, 2.441], [2.065, 0.627, 2.576], [0.671, 0.925, -0.244], [1.663, 0.642, -1.665], [-0.049, -1.682, -1.523], [-1.634, -0.514, -2.804], [-0.115, 0.394, -3.116], [-1.232, 1.363, -0.748], [-1.356, 2.014, -2.208], [3.027, -0.475, 0.224], [2.324, -1.876, -0.456], [0.650, -1.878, 1.350], [0.942, -0.843, 3.286], [-1.316, 0.248, 1.422], [-2.193, -0.741, 2.281], [-1.941, 0.142, 2.156], [3.421, 3.299, 1.900], [3.301, 1.779, 1.582], [3.906, 2.541, 1.523], [-2.448, 1.879, 4.099], [-1.468, 1.828, 3.093], [-1.715, 2.374, 3.768], [-0.703, -4.219, -1.951], [0.418, -3.904, -2.901], [-0.545, -3.693, -2.840], [-2.433, -2.228, -0.147], [-3.392, -3.156, -0.512], [-2.492, -3.146, -0.232], [2.350, 3.676, -1.449], [0.939, 3.097, -1.011], [1.445, 3.194, -1.775], [-1.145, 3.406, 0.459], [0.273, 2.751, 0.803], [-0.454, 2.920, 0.124], [1.381, 2.200, 2.303], [0.824, 3.439, 2.883], [1.186, 3.049, 2.120], [-0.169, -5.036, 0.700], [-0.798, -3.616, 0.499], [-0.017, -4.158, 0.657], [-1.944, -2.778, -3.967], [-2.029, -2.177, -2.737], [-2.654, -2.398, -3.458], [4.276, 1.326, -1.602], [4.108, 1.678, -0.051], [3.827, 1.231, -0.809], [-4.500, -0.526, 0.884], [-3.624, -0.147, -0.470], [-4.073, -0.909, 0.020]], "forces_ev_per_a": [[1.511, -1.852, -0.975], [-0.761, 2.984, -2.108], [-3.922, -0.015, -0.363], [0.842, -2.697, -1.122], [0.916, 1.837, 0.224], [-0.515, -0.262, -0.136], [0.461, -1.465, -0.958], [0.600, 0.930, -0.243], [0.540, -0.402, 0.525], [-1.211, -1.789, 1.474], [1.109, -0.316, 0.056], [2.086, 0.412, 1.057], [0.042, -0.236, 1.240], [0.256, 0.505, 0.450], [0.099, 0.918, -0.142], [-1.143, -0.019, -0.021], [-1.122, 0.690, 0.223], [0.453, -0.127, 0.127], [-0.776, -0.235, 0.539], [-0.414, -0.652, 0.016], [-0.241, -1.978, -0.184], [0.729, 2.403, -0.191], [0.160, -0.711, -0.378], [0.046, 0.366, 0.551], [0.013, 0.234, 0.158], [-0.867, -0.200, 0.685], [1.280, -2.237, -2.996], [-0.369, 2.669, 2.475], [-0.239, 1.680, -2.398], [-0.835, 0.465, -0.444], [1.733, -2.340, 3.096], [0.610, 2.717, 0.437], [-1.284, -0.720, -0.450], [0.797, -1.904, -0.004], [-3.491, -1.963, -1.166], [-1.571, 0.032, 2.019], [5.149, 2.147, -1.360], [-2.106, 1.802, 1.574], [-1.569, 1.169, -0.242], [3.140, -2.350, -0.731], [1.356, -4.936, 1.541], [-0.888, 0.704, 1.505], [-0.278, 4.346, -2.381], [-1.384, -4.181, 0.239], [-0.612, -0.876, -0.120], [1.937, 4.962, -0.220], [-0.086, -0.693, -1.136], [-1.187, -0.025, 0.123], [0.396, 0.592, 0.801], [1.699, 0.797, -1.643], [1.465, 1.869, 1.254], [-2.668, -2.326, -0.069], [1.423, -0.792, -2.727], [-0.914, -1.063, 1.036], [-0.395, 2.133, 1.481]], "mulliken_charge": [0.98, 0.03, -0.39, -0.51, -0.91, 0.20, -0.20, -0.73, -0.76, 0.29, 0.14, 0.24, 0.28, 0.10, 0.33, 0.31, 0.24, 0.09, 0.46, 0.32, 0.27, -0.63, 0.32, 0.46, -0.75, 0.28, 0.39, -0.64, 0.31, 0.30, -0.67, 0.27, 0.35, -0.70, 0.33, 0.41, -0.65, 0.26, 0.34, -0.76, 0.36, 0.32, -0.61, 0.29, 0.36, -0.61, 0.35, 0.22, -0.65, 0.21, 0.29, -0.50, 0.30, 0.35, -0.69], "e_lumo_ev": 0.04, "total_energy_ev": -35801.690, "charge": 0, "homo_ev": -9.036, "relative_energy_kj_mol": 455.3}

=====

Record 2
{"formula": "C3H3N3O", "method": "ωB97M-V/def2-TZVPD", "elements": ["C", "C", "C", "N", "N", "N", "O", "H", "H", "H"], "xyz": [[1.242, 1.022, -0.269], [1.219, -1.260, 0.453], [-0.839, 0.164, 0.355], [1.717, 1.934, -0.745], [1.711, -2.302, 0.446], [0.604, -0.084, 0.302], [-1.518, -0.476, -0.747], [-1.096, 1.183, 0.450], [-1.409, -0.360, 1.126], [-1.631, 0.179, -1.372]], "forces_ev_per_a": [[-0.902, -3.520, 1.513], [-0.020, -0.709, -0.658], [-2.004, -3.723, -0.357], [0.801, 1.720, -0.826], [-0.075, 0.361, 0.382], [-0.073, 3.332, -0.326], [1.058, -0.767, 2.153], [0.429, 1.339, -0.190], [1.250, 0.067, 0.897], [-0.464, 1.900, -2.589]], "mulliken_charge": [0.30, 0.45, -0.48, -0.38, -0.39, -0.02, -0.49, 0.42, 0.29, 0.30], "e_lumo_ev": 0.33, "total_energy_ev": -9674.878, "charge": 0, "homo_ev": -10.853, "smiles": "N#CN(C#N)CO", "relative_energy_kj_mol": 248.6}

=====

| no. | maximum force (eV/Å) |
| --- | --- |
| 1 | 5.743 |
| 2 | 4.243 |